No. 1
Density functional theory data (ωB97M-V with the def2-TZVPD basis set) for C19H21Br4IrN3O2Sb as an isolated structure.

Output
Expectation value of S² ... 1.233
Lowest unoccupied orbital energy (spin up / spin down) ... -5.615 / -6.769 eV
HOMO (spin up / spin down) ... -11.836 / -11.940 eV
Spin multiplicity ... 2
Total charge ... +1
Gap between HOMO and LUMO (spin up / spin down) ... 6.221 / 5.171 eV

CARTESIAN COORDINATES (ANGSTROEM)
Ir1 -0.08 0.74 0.51
Br1 1.70 -2.67 6.21
C1 1.77 -1.65 4.66
C2 3.04 -1.12 4.22
Br2 4.58 -1.47 5.21
C3 3.11 -0.36 3.09
Br3 4.69 0.38 2.43
C4 1.92 -0.10 2.34
O1 1.89 0.60 1.29
C5 0.66 -0.65 2.80
O2 -0.39 -0.37 2.06
C6 0.60 -1.41 3.95
Br4 -1.08 -2.07 4.48
C7 -3.87 0.27 2.45
C8 -3.85 -0.32 1.04
C9 -3.45 -1.79 1.04
Sb1 -2.55 0.81 -0.23
C10 -3.27 2.83 -0.31
C11 -2.72 3.67 0.84
C12 -4.79 2.86 -0.37
C13 -2.81 0.04 -2.22
C14 -1.80 -1.07 -2.50
C15 -4.25 -0.40 -2.46
H1 -4.54 -0.31 3.08
H2 -4.21 1.30 2.47
H3 -2.87 0.23 2.90
H4 -4.84 -0.20 0.58
H5 -2.45 -1.92 1.46
H6 -3.45 -2.22 0.04
H7 -4.14 -2.36 1.65
H8 -2.87 3.20 -1.26
H9 -3.11 3.33 1.80
H10 -3.02 4.71 0.71
H11 -1.63 3.64 0.90
H12 -5.24 2.44 0.53
H13 -5.19 2.32 -1.23
H14 -5.13 3.90 -0.45
H15 -2.58 0.90 -2.85
H16 -1.97 -1.93 -1.85
H17 -0.77 -0.74 -2.37
H18 -1.92 -1.41 -3.53
H19 -4.52 -1.25 -1.84
H20 -4.36 -0.72 -3.50
H21 -4.97 0.40 -2.29
N1 0.25 2.14 -0.66
C16 0.44 3.13 -1.28
C17 0.64 4.26 -1.99
C18 -0.49 4.88 -2.60
N2 -1.43 5.37 -3.04
C19 1.94 4.82 -2.11
N3 3.00 5.27 -2.20

***

No. 2
Density functional theory data (ωB97M-V with the def2-TZVPD basis set) for a 2-piece molecular cluster, C19H21BrF17O3 overall.

Output
Lowest unoccupied orbital energy ... 2.438 eV
HOMO ... -1.968 eV
Total charge ... -1
Gap between HOMO and LUMO ... 4.406 eV

CARTESIAN COORDINATES (ANGSTROEM)
C1 5.22 -2.53 0.94
C2 4.74 -2.41 -0.48
O1 4.56 -3.38 -1.19
O2 4.43 -1.16 -0.88
C3 5.51 -0.21 -0.81
C4 5.01 1.19 -0.53
C5 3.90 1.33 0.53
C6 2.63 1.98 -0.01
C7 1.71 2.43 1.14
C8 1.71 1.68 2.48
C9 1.18 0.28 2.34
Br1 1.47 -0.79 3.96
C10 1.93 0.99 -0.93
C11 0.73 1.62 -1.67
C12 -0.53 0.82 -1.52
F1 -0.88 0.64 -0.22
F2 -0.45 -0.43 -2.07
C13 -1.77 1.48 -2.20
F3 -1.93 2.74 -1.74
F4 -1.49 1.54 -3.53
C14 -3.18 0.78 -2.12
F5 -3.08 -0.57 -2.17
F6 -3.87 1.16 -3.21
C15 -4.09 1.19 -0.90
F7 -3.41 1.28 0.25
F8 -4.59 2.41 -1.19
C16 -5.37 0.32 -0.66
F9 -6.15 1.04 0.16
F10 -5.99 0.22 -1.86
C17 -5.36 -1.16 -0.07
F11 -6.56 -1.32 0.55
F12 -5.33 -2.00 -1.12
C18 -4.31 -1.67 0.96
F13 -4.62 -2.97 1.15
F14 -3.09 -1.62 0.43
C19 -4.32 -0.95 2.37
F15 -4.67 -1.82 3.31
F16 -5.18 0.06 2.39
F17 -3.11 -0.47 2.65
H1 4.65 -3.31 1.42
H2 6.27 -2.84 0.93
H3 5.13 -1.61 1.50
H4 6.23 -0.51 -0.06
H5 6.01 -0.25 -1.78
H6 5.88 1.75 -0.18
H7 4.68 1.69 -1.44
H8 3.74 0.33 0.98
H9 4.29 1.96 1.33
H10 1.96 3.47 1.39
H11 0.67 2.46 0.81
H12 2.69 1.69 2.96
H13 1.04 2.21 3.17
H14 1.64 -0.27 1.53
H15 0.11 0.28 2.19
H16 1.60 0.05 -0.43
H17 2.64 0.66 -1.68
H18 0.94 1.75 -2.73
H19 0.57 2.60 -1.24
O3 -4.09 -4.92 -1.23
H20 -3.50 -4.86 -0.47
H21 -4.46 -4.04 -1.30

***

No. 3
Density functional theory data (ωB97M-V with the def2-TZVPD basis set) for C19H21Cl2CoGeNS3 as an isolated structure.

Output
Expectation value of S² ... 0.897
Lowest unoccupied orbital energy (spin up / spin down) ... 4.538 / 4.512 eV
HOMO (spin up / spin down) ... 1.712 / 1.875 eV
Spin multiplicity ... 2
Total charge ... -2
Gap between HOMO and LUMO (spin up / spin down) ... 2.826 / 2.637 eV

CARTESIAN COORDINATES (ANGSTROEM)
Co1 -0.43 0.49 -0.86
Cl1 -0.32 1.75 -2.80
C1 -0.86 0.77 -4.11
C2 -0.95 1.34 -5.37
C3 -1.32 0.55 -6.45
C4 -1.61 -0.79 -6.26
C5 -1.53 -1.33 -4.98
Cl2 -1.90 -3.02 -4.81
C6 -1.19 -0.58 -3.85
S1 -1.18 -1.27 -2.28
H1 -0.73 2.39 -5.49
H2 -1.38 0.99 -7.44
H3 -1.90 -1.42 -7.09
C7 2.90 -1.93 -1.05
Ge1 1.64 -1.97 0.50
C8 2.83 -2.63 2.01
C9 0.36 -3.47 0.12
C10 0.61 -0.30 0.75
H4 3.46 -2.86 -1.11
H5 3.61 -1.11 -0.98
H6 2.34 -1.81 -1.97
H7 3.42 -3.47 1.64
H8 2.25 -2.97 2.86
H9 3.52 -1.86 2.35
H10 0.86 -4.41 -0.11
H11 -0.23 -3.18 -0.75
H12 -0.32 -3.63 0.94
H13 -0.19 -0.52 1.46
S2 1.62 0.97 1.58
C11 1.07 1.00 3.25
C12 1.15 2.22 3.95
C13 0.67 2.31 5.25
C14 0.12 1.20 5.87
C15 0.08 -0.01 5.20
C16 0.56 -0.11 3.90
H14 1.55 3.09 3.46
H15 0.71 3.26 5.77
H16 -0.27 1.28 6.88
H17 -0.33 -0.89 5.68
H18 0.52 -1.07 3.40
S3 -1.97 4.41 0.46
C17 -3.36 3.46 -0.01
C18 -3.02 2.14 -0.15
N1 -1.74 1.84 0.09
C19 -1.04 2.92 0.41
H19 -4.31 3.95 -0.17
H20 -3.71 1.36 -0.42
H21 -0.02 2.91 0.74

***

No. 4
Density functional theory data (ωB97M-V with the def2-TZVPD basis set) for C19H21Cl5IrN2S as an isolated structure.

Output
Expectation value of S² ... 0.892
Lowest unoccupied orbital energy (spin up / spin down) ... -8.022 / -8.011 eV
HOMO (spin up / spin down) ... -13.216 / -14.437 eV
Spin multiplicity ... 2
Total charge ... +2
Gap between HOMO and LUMO (spin up / spin down) ... 5.195 / 6.426 eV

CARTESIAN COORDINATES (ANGSTROEM)
Ir1 -0.40 -0.09 0.19
C1 2.47 -1.35 -0.11
C2 2.28 -1.56 1.39
N1 0.86 -1.41 1.76
C3 0.65 -0.90 3.12
C4 1.03 0.58 3.27
S1 0.73 1.64 1.80
C5 2.40 1.68 1.03
C6 2.46 1.13 -0.40
N2 1.78 -0.15 -0.62
H1 2.05 -2.21 -0.65
H2 3.55 -1.31 -0.33
H3 2.87 -0.85 1.96
H4 2.64 -2.56 1.65
H5 0.39 -2.31 1.67
H6 1.25 -1.46 3.84
H7 -0.40 -1.03 3.36
H8 2.08 0.72 3.53
H9 0.43 1.02 4.06
H10 3.09 1.16 1.69
H11 2.68 2.73 1.01
H12 3.52 1.06 -0.67
H13 1.99 1.86 -1.07
H14 1.69 -0.27 -1.62
C7 -1.87 1.43 -0.44
C8 -2.80 0.70 -1.23
C9 -3.85 -0.12 -0.53
C10 -4.84 -0.72 -1.47
C11 -4.66 -0.73 -2.81
C12 -3.55 -0.11 -3.40
C13 -2.67 0.62 -2.62
H15 -2.24 1.79 0.51
H16 -1.29 2.17 -0.98
H17 -4.40 0.50 0.19
H18 -5.73 -1.14 -1.03
H19 -5.40 -1.20 -3.45
H20 -3.41 -0.16 -4.47
H21 -1.89 1.19 -3.10
Cl1 -0.18 -3.09 -1.73
C14 -1.64 -2.82 -0.87
C15 -1.84 -1.61 -0.28
C16 -3.15 -1.28 0.31
Cl2 -2.70 -0.56 1.98
C17 -4.04 -2.45 0.54
Cl3 -5.41 -2.22 1.51
C18 -3.74 -3.69 -0.01
Cl4 -4.81 -5.00 0.24
C19 -2.58 -3.88 -0.79
Cl5 -2.26 -5.38 -1.53

***

No. 5
Density functional theory data (ωB97M-V with the def2-TZVPD basis set) for one molecule with the formula C19H21ClN4O4.

Output
Lowest unoccupied orbital energy ... 0.544 eV
HOMO ... -8.005 eV
Gap between HOMO and LUMO ... 8.549 eV

CARTESIAN COORDINATES (ANGSTROEM)
C1 -4.98 -1.95 1.23
C2 -3.48 -1.86 1.46
O1 -2.85 -1.99 0.19
C3 -1.50 -1.92 0.12
C4 -0.96 -1.98 -1.16
C5 0.40 -1.89 -1.36
C6 1.25 -1.76 -0.26
N1 2.65 -1.65 -0.44
C7 3.24 -0.72 -1.22
O2 2.61 0.11 -1.86
C8 4.76 -0.71 -1.14
C9 5.18 0.48 -0.25
C10 4.16 0.56 0.88
O3 4.12 -0.21 1.81
N2 3.25 1.55 0.71
N3 2.20 1.74 1.61
C11 0.87 1.49 1.31
O4 0.06 1.48 2.21
N4 0.60 1.38 -0.03
C12 -0.65 1.29 -0.63
C13 -0.69 1.06 -2.00
C14 -1.90 0.98 -2.66
C15 -3.09 1.12 -1.97
C16 -3.04 1.36 -0.61
Cl1 -4.51 1.58 0.27
C17 -1.84 1.45 0.07
C18 0.72 -1.73 1.02
C19 -0.65 -1.80 1.22
H1 -5.23 -2.90 0.77
H2 -5.30 -1.15 0.58
H3 -5.50 -1.86 2.18
H4 -3.15 -2.67 2.12
H5 -3.22 -0.90 1.91
H6 -1.63 -2.08 -2.00
H7 0.82 -1.92 -2.35
H8 3.22 -2.13 0.24
H9 5.12 -1.65 -0.72
H10 5.17 -0.58 -2.14
H11 6.17 0.30 0.16
H12 5.18 1.40 -0.83
H13 3.33 2.23 -0.03
H14 2.45 1.58 2.58
H15 1.37 1.17 -0.66
H16 0.24 0.94 -2.54
H17 -1.92 0.80 -3.72
H18 -4.04 1.06 -2.48
H19 -1.82 1.63 1.14
H20 1.38 -1.63 1.87
H21 -1.03 -1.74 2.22

***

Computed values of relative energy (zero: lowest compared OMol25 entry of this formula, charge and spin) (unit: kJ/mol) for the preceding records, in sequence: 0.0 0.0 49.0 337.3 0.0.
Computed values of E_tot (unit: eV) for the preceding records, in sequence: -318145.1004 -142425.5477 -173224.3481 -99292.1989 -46718.3293.
Computed values of largest force on an atom (unit: eV/A) for the preceding records, in sequence: 0.27 1.31 1.45 3.57 0.82.